1.
Entry from OMol25: a 2-piece molecular cluster, C5H6FP overall (ωB97M-V/def2-TZVPD).

Geometry as XYZ:
```
13
Properties=species:S:1:pos:R:3:forces:R:3:mulliken_charge:R:1
C -0.3697 1.7109 -0.3742 -1.01 0.79 2.96 -0.368
C 0.9583 1.5109 0.3056 -0.44 -1.16 -1.84 -0.379
C -1.0139 0.6175 -0.7851 2.61 -1.70 -1.27 -0.424
C 1.2876 0.2475 0.0560 4.21 -0.53 1.84 0.468
C -0.6313 -1.9116 0.2534 0.22 -1.21 1.32 -0.812
F 3.0975 -0.2683 0.3876 -4.57 1.16 -0.67 -0.490
P 0.2350 -0.8378 -0.8742 -0.99 1.54 -2.11 -0.038
H -0.9405 2.5768 -0.0122 0.30 0.14 -0.86 0.295
H 1.5413 2.2850 0.7526 0.31 0.23 0.08 0.439
H -1.9785 0.4522 -1.2137 -0.56 0.40 0.10 0.419
H -1.0623 -1.2664 1.0344 -0.33 -0.74 -0.20 0.306
H 0.2113 -2.4607 0.7214 -0.71 -0.20 -0.04 0.294
H -1.3346 -2.6558 -0.2515 0.94 1.30 0.70 0.289
```
Forces are in eV/Å.

Values from the calculation:
HOMO level = -9.6 eV

2.
Entry from OMol25: H8O4Rb as an isolated structure (ωB97M-V/def2-TZVPD).

Geometry as XYZ:
```
13
Properties=species:S:1:pos:R:3:forces:R:3:mulliken_charge:R:1
Rb 0.2540 0.1661 -0.1616 0.30 0.15 -0.40 0.909
O -1.5829 -1.1075 1.4373 -0.11 1.07 -0.29 -0.607
H -1.8947 -1.1787 2.3334 -0.32 -0.05 0.58 0.300
H -1.1322 -1.9159 1.2636 0.27 -1.27 -0.09 0.327
O -0.5066 -1.2030 -2.5792 0.49 -0.16 0.35 -0.556
H -1.1687 -0.7240 -3.0787 -0.13 -0.08 -0.39 0.306
H -0.0226 -1.7766 -3.1919 -0.36 0.27 0.04 0.295
O -1.2568 2.8135 -0.1181 -0.01 -0.64 -0.36 -0.642
H -1.8262 2.1856 0.3516 0.13 0.53 0.17 0.327
H -0.4550 2.9554 0.3922 -0.22 0.26 0.37 0.322
O 3.0202 0.2492 0.9841 -2.47 1.75 0.75 -0.613
H 3.6497 -0.2534 0.5636 2.56 -1.61 -1.88 0.307
H 2.9218 -0.2106 1.8038 -0.13 -0.21 1.16 0.324
```
Forces are in eV/Å.

Values from the calculation:
total charge = +1
HOMO level = -15.6 eV

3.
Entry from OMol25: an isolated ion of composition C2H6N3S and charge +1 (ωB97M-V/def2-TZVPD).

Geometry as XYZ:
```
12
Properties=species:S:1:pos:R:3:forces:R:3:mulliken_charge:R:1
C -0.4241 -0.3561 -0.4967 -1.16 -2.45 -2.34 -0.441
C -1.4790 0.6257 -0.0502 1.10 -0.26 0.07 -0.549
N 0.5043 0.5763 1.4434 3.29 -3.25 -3.33 -0.333
N 0.6833 -0.1897 0.3762 0.06 1.99 3.72 0.716
N 1.9254 -0.7524 0.1389 -1.77 0.71 1.69 -0.551
S -0.8492 1.3438 1.5042 -2.43 0.64 0.28 0.203
H -0.9229 -1.3856 -0.4432 1.38 0.91 0.27 0.262
H -0.0787 -0.2909 -1.6036 -0.55 0.36 1.83 0.286
H -1.4226 1.3809 -0.7644 -1.00 1.64 -1.03 0.366
H -2.3969 0.0993 0.0387 -0.98 0.25 0.18 0.414
H 1.9507 -0.9245 -0.8549 1.15 0.29 -0.09 0.289
H 2.5097 -0.1269 0.7116 0.92 -0.83 -1.26 0.338
```
Forces are in eV/Å.

Values from the calculation:
total charge = +1
HOMO level = -13.9 eV

4.
Entry from OMol25: a 5-piece molecular cluster, C13H38BO9PS overall (ωB97M-V/def2-TZVPD).

Geometry as XYZ:
```
63
Properties=species:S:1:pos:R:3:forces:R:3:mulliken_charge:R:1
C -5.3880 2.7659 -2.9494 0.29 -0.79 0.23 -0.499
O -4.9881 4.0747 -2.3342 2.46 -2.70 0.18 -0.481
B -3.6234 3.7584 -1.7818 0.00 1.16 -2.69 0.831
O -2.3965 4.1364 -2.5439 -2.70 -2.32 0.37 -0.497
P -3.6207 2.8140 -0.0971 -0.18 -0.17 1.46 -0.113
C -2.0323 3.1392 0.9120 1.45 0.10 1.22 -0.702
C -1.6127 1.8496 1.8859 0.16 0.55 -0.25 -0.365
C -1.1172 0.5307 1.0456 0.74 -0.49 1.26 0.166
C -2.3531 -0.5503 1.0353 -0.09 1.83 0.56 -0.680
S -2.5333 -1.5270 -0.5561 -2.09 -8.45 -0.42 1.111
O -3.8689 -2.3577 -0.4238 3.97 4.18 -0.37 -0.646
O -1.4074 -2.6161 -0.7247 -2.94 5.51 0.31 -0.596
O -2.7175 -0.5685 -1.9634 -0.41 -0.57 2.30 -0.438
H -5.5135 1.9111 -2.1260 0.10 1.89 -1.54 0.155
H -4.4970 2.4168 -3.6342 -1.99 0.53 0.85 0.169
H -6.4004 2.8532 -3.5358 2.21 0.10 1.15 0.248
H -2.3045 3.3867 -3.2252 0.01 1.74 1.27 0.289
H -3.6297 1.4045 -0.4935 0.49 1.22 -0.03 -0.200
H -1.1147 3.4881 0.2632 -1.74 -0.91 1.20 0.365
H -2.2420 4.0320 1.6761 0.13 -1.90 -1.85 0.389
H -2.5194 1.5289 2.5569 1.59 0.81 -1.26 -0.070
H -0.7789 2.2521 2.6325 -1.65 -1.04 -1.75 0.351
H -0.6576 0.7636 -0.0073 -1.21 -0.33 1.93 0.390
H -0.2388 0.0287 1.6791 -1.89 1.12 -1.54 -0.154
H -3.3845 0.0240 1.2021 2.14 -1.45 -0.65 0.307
H -2.2366 -1.3107 1.9180 -0.26 1.03 -2.16 0.376
H -3.6967 -0.3434 -2.0155 1.41 -0.61 0.27 0.349
C -4.1263 -0.0177 5.1015 0.08 -0.21 0.06 -0.753
C -4.2535 1.4323 5.5203 -0.20 -0.20 -0.17 -0.328
O -4.5045 2.2454 4.3836 -0.19 0.14 -0.31 -0.499
H -3.3137 -0.1393 4.3778 -0.01 0.05 0.15 0.027
H -3.9282 -0.6574 5.9661 -0.03 -0.02 -0.12 0.367
H -5.0432 -0.3612 4.6115 0.01 -0.01 0.14 0.314
H -3.3276 1.7779 5.9896 -0.15 0.11 -0.17 0.278
H -5.0723 1.5644 6.2342 0.11 -0.10 0.17 0.302
H -5.3329 1.9359 3.9789 0.43 0.22 0.18 0.292
C 3.4487 -1.0056 1.2207 0.07 0.20 -0.10 -0.811
C 3.0059 -0.9114 2.6661 0.11 -0.27 -0.29 -0.493
O 1.5878 -0.9016 2.7393 -0.50 -0.20 0.08 -0.501
H 3.0581 -0.1617 0.6428 0.14 -0.12 0.10 0.277
H 4.5398 -1.0099 1.1466 -0.07 -0.03 -0.05 0.339
H 3.0603 -1.9174 0.7552 0.10 -0.02 0.06 0.264
H 3.3777 0.0115 3.1210 -0.24 -0.11 0.01 0.302
H 3.3817 -1.7586 3.2479 0.17 0.07 0.05 0.295
H 1.2680 -1.7289 2.3405 0.19 0.39 0.19 0.271
C 5.3285 0.1536 -3.3689 0.02 0.14 -0.29 -0.925
C 4.8857 0.2479 -1.9235 0.01 -0.16 -0.40 -0.065
O 3.4676 0.2577 -1.8502 -0.44 -0.17 0.05 -0.473
H 4.9379 0.9976 -3.9468 0.13 0.06 0.20 0.308
H 6.4196 0.1494 -3.4429 -0.05 -0.03 -0.06 0.330
H 4.9401 -0.7581 -3.8343 0.28 0.31 0.23 0.160
H 5.2575 1.1707 -1.4685 -0.25 -0.10 0.06 0.354
H 5.2615 -0.5994 -1.3417 0.22 0.02 0.04 0.104
H 3.1478 -0.5696 -2.2491 0.18 0.45 0.17 0.277
C 5.2408 -5.0301 -3.2514 0.13 -0.21 0.04 -1.199
C 5.1136 -3.5801 -2.8326 -0.16 -0.29 -0.12 -0.053
O 4.8626 -2.7670 -3.9693 -0.39 -0.18 -0.33 -0.549
H 6.0534 -5.1517 -3.9751 -0.06 0.07 0.17 0.292
H 5.4389 -5.6698 -2.3869 -0.05 -0.01 -0.10 0.349
H 4.3239 -5.3736 -3.7415 0.02 0.00 0.15 0.345
H 6.0394 -3.2345 -2.3633 -0.14 0.12 -0.18 0.302
H 4.2948 -3.4480 -2.1187 0.08 -0.09 0.19 0.171
H 4.0342 -3.0765 -4.3740 0.44 0.11 0.15 0.276
```
Forces are in eV/Å.

Values from the calculation:
HOMO level = -8.8 eV
SMILES string = COB(O)PCCCCS(=O)(=O)O.CCO.CCO.CCO.CCO